(1)
An isolated molecule of C4H7NO. Source: the OMol25 dataset; level of theory: ωB97M-V with the def2-TZVPD basis set.

Structure (XYZ):
```
13
Properties=species:S:1:pos:R:3:forces:R:3:lowdin_charge:R:1
C 0.623719 -1.004854 0.093180 0.020 -0.103 -0.062 -0.167
C -0.867787 -1.121156 -0.059535 0.462 -0.505 0.256 -0.138
O -1.506644 -0.138246 -0.665145 -0.737 -0.331 -0.409 -0.012
C -1.061864 1.093052 -0.621679 0.363 0.736 -0.088 -0.213
N -0.076048 1.384328 0.318726 -0.112 -0.034 0.232 -0.044
C 1.069634 0.464349 0.252797 0.096 -0.036 -0.019 -0.204
H 0.958237 -1.631276 0.926211 -0.045 0.094 -0.100 0.104
H 1.096649 -1.423251 -0.814149 -0.059 0.037 0.123 0.112
H -1.333277 -2.079808 -0.257534 0.078 0.088 0.060 0.103
H -0.499107 1.244541 1.247163 0.077 0.162 -0.006 0.124
H -1.754879 1.833410 -0.988866 0.030 -0.022 0.056 0.113
H 1.660874 0.610211 1.163330 -0.098 -0.040 -0.155 0.112
H 1.690495 0.768703 -0.594493 -0.074 -0.045 0.114 0.110
```
Positions in Å, forces in eV/Å.

Output
- Gap between HOMO and LUMO (alpha / beta): 8.2 / 8.2 eV
- LUMO energy (alpha / beta): 0.036 / 0.034 Ha
- Relative energy (zero: lowest compared OMol25 entry of this formula, charge and spin): 93.46 kcal per mole
- Electronic energy: -7795.592 eV
- HOMO level (alpha / beta): -7.21 / -7.28 eV



(2)
An isolated molecule of C5H10Cl2NO2PS at a distorted geometry. Source: the OMol25 dataset; level of theory: ωB97M-V with the def2-TZVPD basis set.

Structure (XYZ):
```
22
Properties=species:S:1:pos:R:3:forces:R:3:lowdin_charge:R:1
C 1.192078 -3.101000 0.259900 -0.780 1.731 -3.504 -0.122
C 0.774537 -1.640622 0.418687 -0.625 -1.337 -0.469 -0.390
P 1.961864 -0.455493 -0.217787 -0.176 -0.391 0.877 -0.148
S 2.584503 -0.447107 -1.996725 0.136 -0.237 -0.362 0.274
Cl 3.423726 -0.321187 1.200201 0.099 -0.758 0.078 0.293
N 1.028695 0.888886 0.164125 -0.282 3.287 -0.932 -0.580
Cl 2.270091 2.386649 0.192645 -1.798 -1.201 0.230 0.422
O 0.134255 0.825109 1.189096 0.660 0.530 0.405 -0.218
C -1.043613 1.635777 0.993494 -0.455 -0.162 -0.854 -0.081
C -1.911120 1.132515 -0.197284 -0.666 -1.096 -1.810 -0.388
C -2.275284 1.928976 -1.435374 -1.005 2.066 3.139 0.001
O -2.463533 0.039515 -0.138791 1.156 0.845 0.982 0.063
H 2.220581 -3.201149 0.130893 1.947 -0.144 -0.172 0.038
H 0.930476 -3.691356 1.046021 -1.154 -1.615 2.093 0.042
H 0.741188 -3.409745 -0.706714 0.281 -0.465 0.756 0.096
H 0.619568 -1.465496 1.447100 0.170 0.682 1.280 0.066
H -0.245017 -1.511247 -0.004115 0.797 0.335 -0.161 0.101
H -1.739544 1.207745 1.744243 0.811 1.200 0.581 0.143
H -0.780934 2.759427 0.964820 -0.582 -1.868 0.314 0.151
H -3.112572 2.625469 -1.077438 1.248 -0.371 -0.361 0.123
H -1.515974 2.491148 -1.898111 1.013 0.730 -0.420 0.067
H -2.793962 1.323189 -2.078890 -0.795 -1.761 -1.690 0.048
```
Positions in Å, forces in eV/Å.

Output
- Gap between HOMO and LUMO: 8.7 eV
- LUMO energy: -0.027 Ha
- Relative energy (zero: lowest compared OMol25 entry of this formula, charge and spin): 0.00 kcal per mole
- Electronic energy: -56098.577 eV
- HOMO level: -9.41 eV



(3)
A structure of composition C21H43N2P3SeSm at a distorted geometry. Source: the OMol25 dataset; level of theory: ωB97M-V with the def2-TZVPD basis set.

Structure (XYZ):
```
71
Properties=species:S:1:pos:R:3:forces:R:3:mulliken_spin:R:1
Sm 1.098151 0.055513 -0.821401 -4.836 -2.877 4.955 5.114
P -0.900849 -0.392286 1.496320 -0.536 -0.159 0.798 -0.012
P 1.819997 -2.751720 -0.853464 0.406 -1.581 -0.363 -0.015
P -1.497692 -0.744037 -2.011938 -0.719 -0.158 -0.719 -0.023
H -0.306472 4.915944 -0.931813 -0.305 -0.185 0.027 0.000
C -1.294149 4.443981 -0.960604 -0.292 -0.573 0.538 0.000
C -1.879697 3.953087 0.149919 0.462 0.326 -0.683 0.000
H -1.374972 3.972475 1.122670 -0.250 0.147 -0.322 0.000
C -0.374431 0.279358 3.120934 0.285 0.161 -0.077 -0.003
C -1.219425 -2.148769 1.947677 0.204 -0.032 -0.217 0.000
C -2.608607 0.284970 1.451632 -0.003 0.226 -0.265 -0.001
C 2.854040 -3.144453 -2.325582 0.003 0.515 -0.110 -0.002
C 2.898327 -3.410680 0.470973 0.029 0.460 0.340 -0.001
C 0.563326 -4.083274 -0.989871 -0.319 0.292 0.087 0.001
C -2.645029 0.690340 -2.084176 0.242 0.288 0.129 0.000
C -2.637315 -2.110057 -1.568929 0.243 -0.228 0.243 0.000
C -1.259849 -1.070785 -3.803132 0.250 -0.051 -0.024 -0.002
H -1.793671 4.406423 -1.936406 0.094 0.196 0.452 0.000
H -2.909911 3.587636 0.136022 0.357 0.018 -0.036 0.000
H 0.015404 1.296082 2.987359 -0.083 -0.154 0.145 0.000
H 0.417150 -0.340566 3.557920 -0.143 0.154 -0.079 0.000
H -1.236395 0.313214 3.801745 0.317 -0.074 -0.156 0.000
H -0.258348 -2.664462 2.081880 -0.258 0.049 0.064 0.000
H -1.778424 -2.656053 1.150726 0.108 0.104 0.227 0.000
H -1.790942 -2.203842 2.885092 0.149 0.029 -0.268 0.000
H -2.591426 1.272965 0.973637 -0.135 -0.191 0.153 0.000
H -2.979496 0.397025 2.479307 0.032 -0.106 -0.325 0.000
H -3.289460 -0.369161 0.893963 0.160 0.182 0.145 0.000
H 3.419958 -4.065960 -2.133402 -0.183 0.266 -0.147 0.000
H 3.545661 -2.313902 -2.519168 0.052 -0.375 -0.019 0.001
H 2.219779 -3.272777 -3.211608 0.137 -0.007 0.161 0.000
H 3.447690 -4.282657 0.091722 -0.214 0.209 0.170 0.000
H 2.295882 -3.696949 1.342942 0.180 0.043 -0.174 0.000
H 3.616026 -2.637514 0.776728 -0.026 -0.350 -0.056 0.000
H 1.061715 -5.056230 -1.105913 -0.077 0.305 0.045 0.000
H -0.077483 -3.902940 -1.863431 0.179 -0.124 0.190 0.000
H -0.064510 -4.101699 -0.089074 0.140 -0.074 -0.233 0.000
H -3.109051 0.719595 -3.078376 0.029 0.024 0.294 0.000
H -2.095115 1.627301 -1.916464 -0.265 -0.107 -0.084 -0.001
H -3.421026 0.602008 -1.314168 0.216 0.043 -0.212 0.000
H -3.296184 -2.319678 -2.423242 0.143 0.110 0.225 -0.001
H -3.250975 -1.845062 -0.699200 0.168 -0.079 -0.249 0.000
H -2.065817 -3.016937 -1.331436 -0.262 0.186 -0.092 0.000
H -2.234120 -1.001933 -4.305890 0.342 -0.105 -0.011 0.000
H -0.832263 -2.071065 -3.950091 -0.132 0.170 -0.035 0.000
H -0.557885 -0.335097 -4.223437 -0.412 -0.152 -0.044 0.000
C 2.031809 1.939763 -4.184389 -0.086 -0.287 -0.241 -0.010
C 1.424650 3.116007 -3.703379 -0.322 0.242 0.061 0.002
C 1.509285 4.298276 -4.447011 -0.093 -0.496 0.450 0.000
C 2.160796 4.310978 -5.688805 0.171 -0.527 -0.046 -0.012
C 2.740029 3.132757 -6.182958 -0.153 -0.013 0.239 0.002
C 2.683838 1.957184 -5.430709 0.271 -0.289 -0.218 -0.007
Se 1.986884 0.262158 -3.213817 1.633 3.423 -1.297 -0.040
H 2.422979 1.094466 -1.379010 2.870 1.021 -3.470 0.023
H 0.887873 3.099584 -2.750446 0.138 0.149 -0.278 -0.001
H 1.058617 5.215948 -4.062542 0.138 -0.342 -0.084 0.000
H 2.215204 5.232090 -6.270629 -0.023 -0.265 0.178 0.000
H 3.236345 3.128046 -7.154310 -0.129 -0.020 0.320 0.000
H 3.137829 1.038427 -5.804743 -0.040 0.323 0.003 0.000
C 2.079294 3.202104 0.562286 -0.227 0.079 -0.209 0.008
C 2.581783 2.043115 1.342313 0.555 -0.657 0.530 -0.001
N 2.411879 0.732125 1.091334 0.211 0.689 0.242 -0.016
C 3.062033 0.035288 2.128611 -0.247 0.818 -0.340 0.000
C 3.616685 0.938005 2.979274 -0.235 0.325 -0.480 0.000
N 3.314976 2.199918 2.456756 -0.167 -1.029 0.056 0.001
H 0.980491 3.287972 0.641139 0.380 0.052 -0.038 -0.001
H 2.532047 4.124321 0.956358 -0.256 -0.233 -0.300 0.000
H 2.360972 3.105480 -0.500116 -0.053 0.166 0.276 -0.003
H 3.058182 -1.042815 2.166430 0.065 0.146 0.103 0.000
H 4.181731 0.798602 3.882688 0.064 0.074 0.038 0.000
H 3.587570 3.094928 2.839322 0.053 -0.112 0.114 0.000
```
Positions in Å, forces in eV/Å.

Output
- Gap between HOMO and LUMO (alpha / beta): 5.5 / 5.6 eV
- LUMO energy (alpha / beta): -0.440 / -0.438 Ha
- Relative energy (zero: lowest compared OMol25 entry of this formula, charge and spin): 48.62 kcal per mole
- Multiplicity: 6
- Expectation value of S²: 8.771
- Electronic energy: -136544.251 eV
- HOMO level (alpha / beta): -17.47 / -17.47 eV
- Total charge: +3



(4)
An isolated molecule of C17H33ClN3O5PS at a distorted geometry. Source: the OMol25 dataset; level of theory: ωB97M-V with the def2-TZVPD basis set.

Structure (XYZ):
```
61
Properties=species:S:1:pos:R:3:forces:R:3:lowdin_charge:R:1
C -0.236813 -3.617253 3.876917 -0.070 0.414 0.186 -0.104
C -0.051341 -2.804987 2.588212 0.221 -0.141 0.294 -0.265
C 0.991624 -3.408953 1.650235 -0.798 0.120 -0.428 -0.210
C 0.951232 -2.767097 0.254076 0.636 -0.038 0.674 -0.165
C 1.631304 -1.390084 0.268394 -0.320 -0.172 0.140 -0.120
C 1.049559 -0.359845 -0.688780 -0.259 0.259 -0.376 -0.338
C 1.827617 0.957405 -0.740412 0.274 0.279 0.477 -0.077
C 2.327296 1.617912 0.562706 0.237 -0.036 0.079 -0.376
C 3.629097 0.983056 1.113032 -0.323 -0.089 -0.514 -0.061
C 1.297272 1.797101 1.667946 0.252 0.402 0.151 -0.080
O 1.009377 -0.838468 -2.059250 -0.027 -0.039 0.115 -0.155
C 2.150781 -1.453023 -2.526656 0.003 0.044 -0.250 -0.615
Cl 2.267656 -1.158278 -4.289769 -0.012 0.039 -0.067 0.585
C -0.475597 -0.188354 -0.329206 0.444 -0.356 -0.229 -0.346
O -1.286304 -1.017717 -1.105318 -0.448 0.059 0.205 0.020
O -0.833276 1.152841 -0.476601 -0.221 -0.009 0.006 -0.107
C -2.217757 1.430440 -0.318664 -0.216 0.165 0.352 -0.463
C -2.381109 2.951837 -0.350228 0.459 -0.205 -0.180 -0.256
C -1.582084 3.574653 -1.501734 -0.478 -0.046 -0.214 -0.423
S -2.633673 4.003687 -2.938753 -0.032 -0.052 -0.016 0.982
C -2.570973 2.422494 -3.672097 -0.391 -0.161 0.010 -0.707
N -3.500036 1.522974 -3.788833 0.684 0.349 -0.069 0.056
N -2.900355 0.421921 -4.403503 1.299 0.527 -0.074 0.057
C -1.650539 0.759384 -4.590579 -1.277 -0.151 0.279 -0.169
O -1.368098 2.011545 -4.164056 -0.325 -0.549 -0.152 0.024
P -3.125890 0.876354 1.220372 -0.095 0.317 -0.218 0.879
N -1.908976 1.122854 2.417968 -0.481 -0.015 0.114 -0.142
O -3.007269 -0.760105 1.223328 0.057 -0.172 0.041 -0.305
H -0.375065 -2.953555 4.729239 -0.032 0.028 0.100 0.063
H -1.124665 -4.241146 3.839629 0.015 -0.258 -0.107 0.067
H 0.628233 -4.234685 4.105187 0.090 -0.130 -0.059 0.068
H -1.005439 -2.745467 2.067863 -0.094 0.122 -0.116 0.100
H 0.231480 -1.785913 2.857699 0.001 0.133 -0.085 0.093
H 0.720295 -4.457480 1.522666 0.278 -0.215 0.130 0.114
H 1.984744 -3.328774 2.088814 0.160 -0.168 0.059 0.117
H -0.088168 -2.714862 -0.049321 -0.051 0.014 -0.305 0.108
H 1.502530 -3.422512 -0.416641 -0.178 -0.059 -0.315 0.106
H 2.703834 -1.513058 0.142515 0.123 -0.005 -0.181 0.115
H 1.517339 -0.973402 1.267858 0.031 0.149 0.071 0.101
H 1.247857 1.691704 -1.290140 -0.244 -0.064 -0.098 0.118
H 2.720727 0.791471 -1.344214 0.065 -0.102 -0.088 0.116
H 2.606640 2.629998 0.268495 -0.057 0.101 -0.173 0.125
H 3.942446 0.161207 0.474258 0.114 -0.159 0.071 0.057
H 4.444666 1.698837 1.086073 0.094 0.126 0.266 0.074
H 3.491528 0.604750 2.121526 0.120 -0.047 0.147 0.076
H 1.756043 2.384876 2.465220 0.058 -0.020 0.117 0.083
H 0.964603 0.867636 2.122010 -0.150 -0.142 -0.085 0.059
H 0.435798 2.361206 1.332668 -0.238 -0.127 -0.095 0.059
H 2.110628 -2.532175 -2.414923 0.008 -0.133 0.036 0.079
H 3.068812 -1.055074 -2.103764 0.070 0.029 0.114 0.076
H -0.624452 -0.530213 0.694130 -0.063 0.134 0.125 0.125
H -1.329366 -0.653560 -1.996149 0.266 -0.163 -0.207 0.098
H -2.809206 1.027319 -1.147610 0.090 -0.181 -0.123 0.106
H -2.040720 3.388351 0.590125 0.003 -0.003 0.137 0.102
H -3.441923 3.145541 -0.467819 -0.133 0.273 0.092 0.092
H -1.057773 4.477093 -1.212287 -0.009 0.181 0.022 0.078
H -0.860061 2.869734 -1.893870 0.308 0.075 0.160 0.058
H -0.866209 0.166495 -5.022268 0.132 -0.038 -0.031 0.124
H -1.928249 0.298409 3.014380 0.229 -0.034 -0.016 0.039
H -2.240464 1.882030 3.002652 0.223 0.096 0.149 0.031
H -3.689168 -1.147073 0.667252 -0.024 -0.159 -0.049 0.058
```
Positions in Å, forces in eV/Å.

Output
- Gap between HOMO and LUMO: 9.0 eV
- LUMO energy: 0.021 Ha
- Electronic energy: -65517.816 eV
- HOMO level: -8.41 eV